C20H29N3O | ωB97M-V/def2-TZVPD

Calculated values
- E_HOMO (eV) = -7.72
- Kohn-Sham gap (eV) = 8.37
- ΔE to the lowest compared entry with this formula, charge and spin (eV) = 1.996
- calculated total energy (eV) = -27728.2547
- SMILES = CC(C)=CCN1CCN(Cc2cc3ccccc3[nH]2)C[C@H]1CCO
- largest force on an atom (eV/A) = 0.67

The geometry in XYZ format:
```
53
Properties=species:S:1:pos:R:3:forces:R:3
C -4.827760 -1.961166 -1.980750 0.1 0.2 0.0
C -4.393252 -1.260022 -0.725718 -0.1 -0.1 -0.1
C -4.487727 -2.119480 0.500138 0.1 0.2 0.0
C -3.979246 0.000854 -0.758606 0.0 0.1 0.2
C -3.509369 0.860056 0.373879 0.0 0.0 0.1
N -2.194808 1.411291 0.081606 -0.1 0.1 0.0
C -1.751347 2.360357 1.082222 0.1 0.2 0.0
C -0.465382 3.048140 0.628288 -0.2 0.0 0.2
N 0.543465 2.057333 0.312122 0.1 0.1 -0.1
C 1.831134 2.650808 -0.010550 0.0 0.1 0.1
C 2.873087 1.590418 -0.150792 0.1 0.3 -0.3
C 3.912883 1.481011 -1.028454 -0.3 0.2 0.1
C 4.592390 0.266694 -0.728745 -0.1 -0.3 0.3
C 5.702866 -0.384739 -1.265127 0.0 0.0 0.0
C 6.080675 -1.593179 -0.724593 0.2 0.0 -0.1
C 5.375033 -2.171609 0.334706 -0.1 -0.1 0.1
C 4.275730 -1.550879 0.888098 0.0 -0.1 0.1
C 3.896359 -0.327152 0.353101 0.6 -0.1 -0.3
N 2.872207 0.508230 0.689656 -0.3 0.1 0.2
C 0.042600 1.205229 -0.751272 -0.2 -0.3 -0.1
C -1.167684 0.427661 -0.230361 0.3 -0.1 -0.1
C -0.763689 -0.481101 0.946756 0.0 -0.1 -0.3
C 0.008733 -1.722379 0.502974 -0.3 0.3 -0.2
O 0.467040 -2.480353 1.600745 0.1 -0.3 0.4
H -4.716285 -1.319922 -2.850619 0.0 0.0 -0.1
H -5.871896 -2.263011 -1.902222 -0.1 -0.1 0.0
H -4.235290 -2.862977 -2.133102 0.0 -0.1 0.0
H -3.822683 -2.977927 0.400920 0.0 -0.1 0.0
H -5.502613 -2.501278 0.606435 -0.1 -0.1 0.0
H -4.230284 -1.582568 1.407363 0.0 0.0 0.1
H -3.953531 0.514931 -1.710794 0.0 0.0 -0.2
H -4.191107 1.714749 0.465790 0.0 -0.1 0.1
H -3.533764 0.322363 1.335156 0.0 0.0 -0.1
H -2.531874 3.116816 1.204859 0.0 0.0 0.0
H -1.586425 1.885457 2.064517 0.0 0.0 0.0
H -0.095878 3.689646 1.432849 0.0 0.0 0.0
H -0.689656 3.681197 -0.248828 0.0 0.0 0.0
H 2.098674 3.322337 0.814969 0.0 0.0 -0.1
H 1.799035 3.252852 -0.935505 0.0 0.0 0.1
H 4.170773 2.180234 -1.799231 0.0 0.2 -0.2
H 6.249217 0.052845 -2.087853 0.1 0.0 -0.1
H 6.938183 -2.113932 -1.126133 0.1 0.0 0.0
H 5.700136 -3.125596 0.723323 0.0 -0.1 0.0
H 3.719509 -1.999087 1.697707 0.0 -0.1 0.1
H 2.173014 0.338958 1.392094 0.0 0.0 0.0
H 0.829208 0.519791 -1.066452 0.0 0.0 0.0
H -0.268836 1.800176 -1.627136 0.0 0.0 0.0
H -1.563823 -0.199947 -1.036733 0.1 0.1 0.0
H -1.664463 -0.808584 1.472633 0.0 0.0 0.1
H -0.148687 0.091161 1.642834 -0.1 -0.1 0.1
H 0.911068 -1.450554 -0.047546 -0.1 0.0 -0.1
H -0.622942 -2.338139 -0.154453 0.1 0.1 0.0
H -0.292705 -2.755994 2.125858 0.1 0.0 0.0
```
Forces are in eV/Å.